Molecular formula: C28H53BF3N2O5
Method: DFT, ωB97M-V with the def2-TZVPD basis set

Calculated values
energy relative to the best compared isomer or geometry (same formula, charge and spin) = 12.0 kJ/mol
E_tot = -51937.2926 eV
highest occupied orbital energy (spin up / spin down) = -0.071 / -0.071 Ha
orbital gap (spin up / spin down) = 4.3 / 4.0 eV

Geometry as ORCA input:
```
! RIJCOSX wB97M-V def2-TZVPD def2/J DEFGRID3
* xyz -1 3
C -0.54379 -0.04169 3.77286
C -0.11968 -0.36395 2.35589
O -0.96654 0.24177 1.40552
B -2.04690 -0.51476 0.95620
O -2.50749 -1.51001 1.83733
C -2.80212 -0.27049 -0.35624
C -2.12541 0.97540 -1.00909
C -0.75797 0.75704 -1.63376
C -0.12379 2.09975 -1.93161
O 1.10041 1.99826 -2.66266
C -2.80902 -1.43378 -1.35980
C -2.01204 -2.73468 -1.07797
C -0.59528 -2.64569 -1.35187
F 0.24927 -2.35466 -0.37959
C -0.08075 -2.87659 -2.59138
F -0.15699 -4.03798 -3.13819
F 0.50779 -1.99071 -3.29690
H 0.29068 -0.17423 4.45075
H -1.32393 -0.72692 4.06102
H -0.85936 0.98472 3.85485
H -0.02517 -1.42897 2.21730
H 0.86870 0.05301 2.19992
H -3.30276 -1.84670 1.42406
H -2.79377 1.29559 -1.80795
H -2.12333 1.76284 -0.26824
H -0.06292 0.24350 -0.98108
H -0.83769 0.20980 -2.55953
H -0.81070 2.76112 -2.43359
H 0.11814 2.52515 -0.96270
H 1.44798 1.12069 -2.50452
H -3.84082 -1.77143 -1.46183
H -2.53948 -1.12058 -2.36156
H -2.22872 -3.19337 -0.12694
H -2.34513 -3.46267 -1.82033
C -4.77561 4.58546 3.85810
C -3.72262 4.25184 2.77642
C -2.33294 4.65732 3.26451
C -2.09743 6.16807 3.25656
C -2.42911 6.76160 1.88757
C -3.82732 6.39216 1.39588
N -4.07052 4.92629 1.49045
O -3.46722 4.34112 0.52228
C -4.88199 7.17530 2.19851
C -3.99913 6.86335 -0.04158
C -3.76845 2.73788 2.61859
H -5.76445 4.71417 3.41789
H -4.84978 3.77067 4.57626
H -4.53463 5.47679 4.43764
H -1.57735 4.18375 2.63081
H -2.17963 4.26340 4.27115
H -2.69043 6.65500 4.03684
H -1.05265 6.37373 3.49870
H -2.33551 7.84971 1.92253
H -1.68595 6.41164 1.16505
H -5.88799 6.83975 1.94515
H -4.81554 8.23690 1.95874
H -4.75921 7.10141 3.27580
H -3.23633 6.45710 -0.70138
H -3.92225 7.95001 -0.07981
H -4.97687 6.57822 -0.43136
H -4.74210 2.40908 2.25425
H -3.59134 2.26180 3.58247
H -3.00615 2.36472 1.93828
C 5.71519 -6.41916 -3.17207
C 6.08260 -5.34659 -2.12206
C 5.71440 -5.84524 -0.72447
C 4.21076 -5.83217 -0.44784
C 3.61276 -4.45817 -0.74900
C 3.94571 -3.95356 -2.15008
N 5.40907 -4.05386 -2.43662
O 6.02959 -3.10077 -1.84279
C 3.14063 -4.74416 -3.19122
C 3.47196 -2.51179 -2.28641
C 7.59456 -5.19136 -2.21541
H 5.55758 -5.97125 -4.15267
H 6.52450 -7.14135 -3.27640
H 4.83036 -6.99451 -2.90773
H 6.21073 -5.22037 0.02448
H 6.10785 -6.85595 -0.59163
H 3.70615 -6.60454 -1.03493
H 4.03259 -6.08424 0.59926
H 2.52875 -4.48846 -0.62829
H 3.98365 -3.74405 -0.00765
H 3.45187 -4.47932 -4.20271
H 2.08899 -4.50969 -3.09803
H 3.21772 -5.82350 -3.08178
H 3.90684 -1.86646 -1.52579
H 2.39114 -2.44496 -2.17923
H 3.72953 -2.10537 -3.26545
H 7.88998 -4.81974 -3.19775
H 8.06650 -6.16100 -2.06101
H 7.98712 -4.51538 -1.45942
*
```


Molecular formula: C3H11NO2
Method: DFT, ωB97M-V with the def2-TZVPD basis set

Calculated values
energy relative to the best compared isomer or geometry (same formula, charge and spin) = 118.4 kJ/mol
E_tot = -8873.2625 eV
SMILES string = NCCCO.O
highest occupied orbital energy = -0.347 Ha
orbital gap = 10.0 eV

Geometry as ORCA input:
```
! RIJCOSX wB97M-V def2-TZVPD def2/J DEFGRID3
* xyz 0 1
N -2.79274 1.24800 -2.05018
C -1.57312 0.95349 -1.37408
C -1.20367 -0.38061 -0.79451
C 0.29464 -0.64161 -0.94869
O 0.73828 -1.80307 -0.26690
H -2.77903 1.02365 -3.05802
H -3.55069 0.60310 -1.80025
H -1.34401 1.79817 -0.59334
H -0.79871 1.28617 -2.07886
H -1.40873 -0.44276 0.28889
H -1.59387 -1.24908 -1.38580
H 0.54853 -0.72467 -2.00925
H 0.72214 0.28696 -0.43966
H 0.60490 -1.52496 0.64751
O 4.82294 0.08564 5.60922
H 4.35349 0.33694 4.80520
H 4.95963 -0.85535 5.44873
*
```


Molecular formula: C23H26ClFN2O2
Method: DFT, ωB97M-V with the def2-TZVPD basis set

Calculated values
energy relative to the best compared isomer or geometry (same formula, charge and spin) = 0.0 kJ/mol
E_tot = -46588.8765 eV
SMILES string = O=C(c1cccc(OC2CCN(Cc3ccc(F)cc3Cl)CC2)c1)N1CCCC1
highest occupied orbital energy = -0.316 Ha
orbital gap = 9.2 eV

Geometry as ORCA input:
```
! RIJCOSX wB97M-V def2-TZVPD def2/J DEFGRID3
* xyz 0 1
O -4.84394 -0.50534 -0.98946
C -3.79368 -0.25295 -0.42607
C -2.82779 -1.32671 -0.02630
C -3.23019 -2.30795 0.87334
C -2.35726 -3.32503 1.20876
C -1.08565 -3.38286 0.66265
C -0.67996 -2.40926 -0.24422
O 0.52700 -2.35966 -0.86902
C 1.63477 -3.08719 -0.36300
C 2.05751 -2.60041 1.02598
C 2.42400 -1.12148 0.96384
N 3.50317 -0.90219 0.01797
C 4.03377 0.45279 0.06828
C 3.01726 1.51786 -0.27727
C 2.74537 1.80926 -1.61172
C 1.73477 2.67646 -1.98443
C 0.98220 3.27283 -0.99077
F -0.02039 4.10921 -1.32625
C 1.23477 3.04455 0.34817
C 2.25275 2.16838 0.69093
Cl 2.56196 1.94530 2.37821
C 3.13042 -1.33102 -1.31832
C 2.79113 -2.81976 -1.32623
C -1.56448 -1.38627 -0.58707
N -3.41832 1.00827 -0.12832
C -2.30373 1.39077 0.72158
C -2.52685 2.88156 0.99771
C -4.03322 3.05767 0.81434
C -4.31654 2.12689 -0.35799
H -4.22226 -2.26938 1.29577
H -2.66645 -4.09123 1.90446
H -0.42961 -4.19554 0.93394
H 1.40455 -4.16295 -0.34221
H 2.92107 -3.18220 1.34858
H 1.25206 -2.73546 1.74898
H 2.76203 -0.79404 1.94900
H 1.51990 -0.54591 0.69789
H 4.41983 0.61530 1.07706
H 4.86959 0.50358 -0.63435
H 3.34964 1.34888 -2.37814
H 1.52893 2.88961 -3.02087
H 0.65048 3.54095 1.10586
H 3.97972 -1.15081 -1.98257
H 2.25683 -0.77913 -1.70065
H 3.65670 -3.40198 -1.01138
H 2.50702 -3.11806 -2.33555
H -1.24425 -0.65656 -1.31554
H -1.34552 1.21213 0.22554
H -2.31958 0.80374 1.64745
H -2.18532 3.16736 1.99076
H -1.99948 3.48228 0.25706
H -4.31416 4.08760 0.60765
H -4.56660 2.71637 1.70253
H -5.34320 1.76130 -0.40615
H -4.07078 2.61039 -1.31045
*
```


E_tot of number 2 (C3H11NO2)?
-8873.2625 eV


Among the records above, which one has the lowest energy relative to the best compared isomer or geometry (same formula, charge and spin)?
C23H26ClFN2O2


The highest energy relative to the best compared isomer or geometry (same formula, charge and spin) belongs to which entry?
C3H11NO2